(1)
18
Properties=species:S:1:pos:R:3:forces:R:3 method="wB97M-V/def2-TZVPD" energy_ev=-9353.9975 fmax_ev_per_a=1.081 homo_ha=-0.128 charge=-1 molar_mass_g_mol=103.1 homo_lumo_gap_ev=7.77 relative_energy_kcal_mol=11.36
C 1.677904 0.123186 0.977320 0.4 -0.2 0.2
O 0.443733 -0.348553 0.669504 0.0 -0.3 -0.2
C 1.874914 0.212101 2.501805 -0.5 -0.2 0.0
H 1.878636 1.115261 0.531569 0.0 0.4 0.1
H 2.545053 -0.493654 0.608964 -0.2 -0.1 -0.1
H 2.831649 0.623116 2.834963 0.1 0.2 -0.1
H 1.780381 -0.789489 2.932966 0.0 -0.1 -0.1
H 1.031909 0.781178 2.904832 0.2 0.2 0.1
C -2.350311 0.575450 -0.592643 -0.1 -0.5 -0.5
N -0.082133 -0.569106 -1.855425 -0.9 0.0 -0.2
C -1.358481 -0.653194 -2.340981 -0.3 0.8 0.7
N -2.450121 -0.204529 -1.826052 0.4 0.1 -0.4
H -3.286349 1.130968 -0.519191 0.0 0.1 0.3
H -1.503928 1.266341 -0.604840 0.1 0.0 0.0
H -2.207835 -0.070360 0.274005 0.0 0.1 0.2
H 0.515137 -1.172278 -2.379338 0.6 -0.2 -0.1
H 0.143422 -0.476547 -0.768190 0.0 0.1 0.1
H -1.483580 -1.049890 -3.349270 0.2 -0.4 0.0

=====

(2)
29
Properties=species:S:1:pos:R:3:forces:R:3 method="wB97M-V/def2-TZVPD" energy_ev=-22263.6684 fmax_ev_per_a=3.394 homo_ha=-0.300 molar_mass_g_mol=293.1 homo_lumo_gap_ev=8.53 smiles="C=C(I)[C@@H]1CCOC1.CC(C)=C=N"
C 1.169950 1.934398 0.600831 -0.3 0.0 -2.8
C -1.435819 -1.801459 1.553069 -1.2 0.5 -0.7
C -2.814241 -2.096997 0.806533 0.5 2.2 1.5
C -1.839757 -0.433991 -0.473635 -0.6 -3.3 0.5
C -0.756145 -0.803748 0.588670 0.2 -0.4 -0.8
C 2.572827 1.486919 -1.300958 0.9 2.1 2.0
C 0.140166 2.420870 -1.591093 0.5 2.1 1.2
C 1.715420 -1.144241 0.469799 -3.2 -1.1 -0.5
C 1.240472 1.882316 -0.708348 0.1 0.1 -0.4
C 0.466195 -1.444538 0.028932 2.4 -0.6 0.0
N 1.182825 2.159307 1.778949 0.7 1.9 1.0
O -3.110687 -0.814426 0.102345 0.5 -0.7 1.5
I 0.194640 -3.212853 -1.170272 0.2 0.6 0.2
H -1.591352 -1.121837 2.456883 -0.2 -1.8 -0.7
H -0.798752 -2.716690 1.693163 -0.8 1.0 0.3
H -2.750125 -2.721732 -0.043202 0.4 -1.6 -0.2
H -3.550843 -2.431447 1.593391 0.2 0.7 -1.4
H -1.978482 0.521854 -0.857350 0.3 1.9 -0.2
H -1.688305 -1.115270 -1.362689 0.1 0.7 0.7
H -0.371200 -0.017197 1.224237 -0.2 0.7 -0.4
H 2.785968 0.504635 -1.021350 0.3 -1.9 -0.3
H 3.369157 2.050596 -0.731552 -0.5 -0.2 -0.8
H 2.703594 1.690595 -2.338679 -0.2 0.0 -0.7
H 0.488918 3.470112 -1.881345 -0.5 -1.1 0.2
H -0.004545 1.917411 -2.543328 -0.5 -0.5 0.3
H -0.717550 2.586068 -0.888862 0.1 -0.3 -1.4
H 1.117775 1.411193 2.399950 -0.6 -1.6 1.4
H 1.651810 -0.473030 1.274266 0.6 1.2 0.8
H 2.608086 -1.686815 0.341643 0.8 -0.6 -0.6

=====

(3)
25
Properties=species:S:1:pos:R:3:forces:R:3 method="wB97M-V/def2-TZVPD" energy_ev=-64566.8640 fmax_ev_per_a=7.033 spin_multiplicity=6 homo_ha="-0.857 / -0.859" charge=+4 molar_mass_g_mol=618.3 homo_lumo_gap_ev="8.31 / 6.05" relative_energy_kcal_mol=0.00
Au 2.309610 4.902535 0.581611 -0.7 -2.2 1.3
Nd 0.791822 1.493418 -0.748840 1.4 -0.2 0.1
Cl 0.842229 3.363952 1.527127 0.0 0.0 -0.2
Cl 3.231244 0.851628 -0.839609 -1.0 0.7 0.7
C 1.614473 0.171802 -2.859157 1.0 -2.5 -4.4
C 1.123959 6.488588 0.556871 -4.6 4.6 1.6
C 3.722750 5.386603 -0.603547 4.8 2.4 -4.5
O 2.022816 -0.419911 -3.758101 -1.4 2.3 3.5
O 0.307180 7.250919 0.821627 3.5 -3.0 -1.4
O 4.455851 5.706459 -1.420633 -2.6 -1.2 3.0
N -2.215953 -4.631537 -0.570686 2.0 2.4 -1.9
C -1.452172 -3.550332 -0.960168 -3.7 -3.2 4.6
O -0.979034 -3.504724 -2.087150 1.1 0.4 -2.0
C -1.240993 -2.438922 0.052389 0.8 0.8 -0.8
C -1.803397 -2.406508 1.339579 0.1 0.3 -0.1
C -1.566382 -1.318520 2.196545 0.5 0.0 -0.7
C -0.740513 -0.296471 1.711018 0.4 0.2 -0.4
N -0.173584 -0.302332 0.451767 -1.4 -1.6 0.5
C -0.435643 -1.380968 -0.365167 0.3 1.1 1.2
H -2.354222 -5.391986 -1.228533 -0.1 -0.1 -0.1
H -2.621042 -4.741367 0.340689 0.1 0.1 0.4
H -2.426855 -3.220850 1.665517 -0.2 -0.1 0.3
H -1.988953 -1.268792 3.211198 0.2 -0.1 -0.6
H -0.483680 0.586073 2.322937 -0.3 -0.6 -0.2
H 0.060487 -1.328759 -1.337287 -0.3 -0.4 0.1

=====

(4)
96
Properties=species:S:1:pos:R:3:forces:R:3 method="wB97M-V/def2-TZVPD" energy_ev=-139521.5197 fmax_ev_per_a=0.928 spin_multiplicity=3 homo_ha="-0.233 / -0.315" molar_mass_g_mol=868.0 homo_lumo_gap_ev="6.16 / 8.29" relative_energy_kcal_mol=16.26
Ni -0.202389 -0.839486 0.292289 0.0 -0.1 0.0
C 2.134458 -2.482317 2.781893 0.0 -0.1 0.0
Si 1.525242 -0.937505 1.853035 0.3 0.1 0.0
C 3.125119 -0.247371 1.070297 0.0 0.0 -0.2
C 4.351317 -0.188123 1.748282 0.0 0.0 0.0
C 5.537464 0.054467 1.077287 0.0 0.0 0.0
C 5.530039 0.239350 -0.304246 0.0 0.0 0.1
C 4.331363 0.226662 -0.990372 0.0 0.0 0.0
C 3.129159 0.009879 -0.306778 0.0 0.0 0.2
P 1.535843 -0.036573 -1.210439 0.3 0.0 -0.1
C 2.003330 -1.267906 -2.488638 -0.1 0.0 0.0
C 2.225124 -2.574878 -2.047931 0.0 0.0 -0.1
C 2.546541 -3.575025 -2.951152 0.0 0.0 0.0
C 2.648091 -3.281196 -4.308047 0.0 0.0 0.0
C 2.432095 -1.985100 -4.750777 0.0 0.0 0.0
C 2.109017 -0.978645 -3.843776 0.0 0.0 0.0
C 1.457794 1.537782 -2.131332 0.0 0.1 0.1
C 2.408216 2.553253 -2.024568 -0.1 0.0 -0.1
C 2.247934 3.740274 -2.728332 0.0 0.0 0.0
C 1.123990 3.941667 -3.516544 0.0 -0.1 0.0
C 0.157505 2.948218 -3.602023 0.0 0.0 0.0
C 0.322753 1.755323 -2.915032 0.0 0.0 0.0
C 1.045193 0.280510 3.234997 0.0 0.0 0.1
C 1.743825 0.297439 4.453162 -0.1 0.0 0.0
C 1.458984 1.231677 5.435523 0.0 0.0 -0.1
C 0.475205 2.189422 5.207983 0.0 0.0 0.0
C -0.230733 2.186121 4.018510 0.0 0.0 -0.1
C 0.023200 1.221124 3.037003 0.1 -0.1 0.1
P -0.885682 1.115135 1.439883 -0.1 0.2 0.3
C -2.669997 1.155837 1.873067 -0.1 0.0 0.0
C -3.504840 0.137220 1.418069 0.1 -0.1 0.1
C -4.856123 0.114346 1.742235 0.0 0.0 0.1
C -5.397645 1.125657 2.519127 0.1 0.0 0.0
C -4.591401 2.182992 2.924761 0.0 0.0 0.0
C -3.245572 2.204002 2.594515 0.0 0.0 0.0
C -0.598797 2.773965 0.737140 0.2 0.0 0.0
C 0.669349 3.342901 0.868280 -0.1 0.0 0.0
C 0.935062 4.593810 0.331052 0.0 0.0 0.0
C -0.059904 5.282106 -0.350190 0.0 0.0 0.0
C -1.314318 4.707186 -0.507015 0.0 0.0 0.0
C -1.584483 3.454360 0.027097 0.0 0.0 -0.1
H 3.176759 -2.347730 3.090552 -0.1 -0.1 0.0
H 2.097914 -3.374134 2.145456 0.0 0.1 0.1
H 1.542122 -2.683221 3.683534 0.0 0.0 -0.1
H 4.378426 -0.340783 2.824191 0.0 -0.1 -0.1
H 6.474825 0.076948 1.621405 0.0 0.0 0.0
H 6.459493 0.390049 -0.839989 0.0 0.0 0.0
H 4.326765 0.375855 -2.065217 0.0 0.0 0.0
H 2.132081 -2.803087 -0.990584 0.0 0.0 0.0
H 2.713193 -4.587204 -2.601267 0.0 0.0 0.0
H 2.900693 -4.061320 -5.017065 0.0 0.0 0.0
H 2.512871 -1.750475 -5.805936 0.0 0.0 0.0
H 1.930399 0.031334 -4.195090 0.0 -0.1 0.0
H 3.268987 2.435063 -1.382529 0.0 0.0 0.0
H 3.005111 4.513202 -2.651168 -0.1 0.0 0.0
H 0.992731 4.876442 -4.048312 0.0 0.0 0.0
H -0.738999 3.100711 -4.191260 0.0 0.0 0.0
H -0.457747 1.005598 -2.973247 0.0 0.0 0.0
H 2.525046 -0.438170 4.630999 -0.1 0.1 0.0
H 2.005697 1.223896 6.371925 0.0 0.0 0.0
H 0.259033 2.939729 5.959458 0.0 0.0 0.0
H -0.975111 2.953029 3.859137 0.0 0.0 0.0
H -3.133020 -0.603750 0.719615 0.0 0.0 0.3
H -5.482755 -0.681881 1.356846 0.1 0.1 0.0
H -6.448613 1.110294 2.780947 0.0 0.0 0.0
H -5.018351 3.006580 3.485038 0.0 0.0 0.0
H -2.655054 3.064475 2.873430 0.0 0.0 0.0
H 1.450854 2.803373 1.395524 0.0 0.1 0.0
H 1.922852 5.028931 0.438613 -0.1 0.0 0.0
H 0.145932 6.259515 -0.771826 0.0 0.0 0.0
H -2.088891 5.231620 -1.055120 0.0 0.0 0.0
H -2.552538 2.996269 -0.136269 0.0 0.0 0.0
N -1.241969 -2.334857 1.727623 -0.3 0.1 -0.2
C -1.888086 -3.371032 0.964457 0.1 0.1 0.0
C -2.603538 -4.376837 1.547587 -0.1 -0.1 0.0
C -3.275286 -5.337764 0.762742 0.0 0.0 0.1
C -3.235115 -5.256821 -0.597587 0.0 0.0 -0.1
C -2.497922 -4.229058 -1.232019 0.0 0.0 0.0
C -2.458397 -4.076322 -2.638158 -0.1 -0.1 0.1
C -1.748196 -3.052472 -3.173245 0.1 0.1 -0.1
C -1.033648 -2.197157 -2.312486 0.0 0.0 0.0
N -1.010705 -2.316593 -1.007774 -0.3 -0.1 0.0
C -1.784931 -3.298769 -0.448250 0.1 0.0 0.0
H -0.731341 -2.727646 2.507753 0.2 0.0 0.0
H -1.937778 -1.709569 2.120557 -0.2 0.0 0.1
H -2.673187 -4.421615 2.628463 0.0 0.0 0.0
H -3.848054 -6.117694 1.248750 0.0 0.0 0.0
H -3.774725 -5.967874 -1.212490 0.0 0.0 0.0
H -3.013411 -4.765329 -3.265019 0.0 0.0 0.0
H -1.718882 -2.869122 -4.239383 0.0 0.0 0.1
H -0.475481 -1.380946 -2.740062 0.1 0.1 0.0
O -4.003816 1.511547 -1.471912 0.2 -0.2 -0.1
Cl -3.185899 0.372098 -1.783004 0.5 0.1 -0.1
O -3.832876 -0.846873 -1.351179 0.1 0.1 -0.2
O -2.895817 0.308280 -3.197368 0.0 0.0 0.3
O -1.892948 0.502751 -1.058123 -0.8 -0.1 -0.5

=====

(5)
14
Properties=species:S:1:pos:R:3:forces:R:3 method="wB97M-V/def2-TZVPD" energy_ev=-7358.4412 fmax_ev_per_a=1.246 homo_ha=-0.290 molar_mass_g_mol=84.1 homo_lumo_gap_ev=8.71 relative_energy_kcal_mol=87.96
O -2.262398 0.985206 -0.160826 0.1 -0.4 0.5
C -1.070334 0.314362 -0.360526 0.4 -0.4 0.1
C 0.127932 1.123504 0.022536 0.0 -0.1 0.0
C 1.357778 0.297817 0.182436 0.2 -0.1 0.0
C 1.228297 -1.028398 0.256407 0.0 0.4 -0.1
C -0.101904 -1.642999 0.127095 -0.4 0.5 0.0
H -2.110071 1.822194 0.308717 0.0 -0.5 0.1
H -1.140843 -0.124994 -1.346404 0.3 0.1 -0.1
H -0.090870 1.605436 0.991871 0.0 0.0 -0.1
H 0.287291 1.943321 -0.691959 -0.1 -0.2 -0.1
H 2.307827 0.805686 0.294396 0.0 -0.1 0.1
H 2.100240 -1.624153 0.541256 -0.3 0.0 -0.2
H -0.506980 -1.867323 -0.840941 0.4 -0.1 -0.6
H -0.125959 -2.609657 0.675948 -0.7 0.9 0.4